Entry 1:
Entry from the OMol25 dataset: C19H32N2OS in the gas phase (wB97M-V/def2-TZVPD).

```
! RIJCOSX wB97M-V def2-TZVPD def2/J DEFGRID3
* xyz 0 1
C -0.3186 -1.8706 -1.8068
C -1.7860 -2.2712 -1.7287
C -2.2092 -2.6888 -0.3198
C -2.3452 -1.5035 0.6387
N -3.2550 -0.4846 0.1443
C -4.6264 -0.9217 -0.0585
C -5.3343 -1.5405 1.1534
C -3.1703 0.7751 0.8652
C -3.3990 1.9612 -0.0915
C -2.2050 2.9177 -0.1140
N -1.0025 2.2602 -0.5670
C 0.0258 1.9674 0.2654
O 0.0475 2.3107 1.4337
C 1.1258 1.2124 -0.3862
C 1.5193 1.4244 -1.6759
S 2.8188 0.4064 -2.1377
C 2.8338 -0.3433 -0.5748
C 1.8967 0.1939 0.2552
C 1.7041 -0.2575 1.6685
C 2.9694 -0.0873 2.5146
C 4.0374 -1.1519 2.2689
C 4.7245 -1.0673 0.9072
C 3.8052 -1.4284 -0.2646
H 0.3220 -2.6989 -1.5101
H -0.1152 -1.0296 -1.1507
H -0.0531 -1.5835 -2.8220
H -1.9637 -3.1034 -2.4141
H -2.4084 -1.4329 -2.0442
H -1.4683 -3.3764 0.0949
H -3.1571 -3.2266 -0.3725
H -2.6357 -1.8819 1.6339
H -1.3662 -1.0297 0.7474
H -5.1914 -0.0462 -0.3880
H -4.6353 -1.6435 -0.8796
H -6.3786 -1.7183 0.9096
H -4.8811 -2.4894 1.4291
H -5.2921 -0.8745 2.0124
H -3.8826 0.8236 1.7010
H -2.1727 0.8584 1.2972
H -4.2888 2.5254 0.1891
H -3.5510 1.5656 -1.0979
H -1.9962 3.2927 0.8906
H -2.4191 3.7666 -0.7731
H -1.0322 1.8290 -1.4770
H 1.1492 2.1491 -2.3743
H 0.9078 0.3383 2.1138
H 1.4002 -1.3095 1.6805
H 2.6810 -0.1346 3.5671
H 3.3877 0.9044 2.3328
H 3.5889 -2.1427 2.3818
H 4.8034 -1.0511 3.0423
H 5.1198 -0.0604 0.7579
H 5.5693 -1.7603 0.9048
H 4.4088 -1.6246 -1.1529
H 3.2604 -2.3462 -0.0196
*
```

Results
M = 336.54 g mol⁻¹
Kohn-Sham gap = 8.93 eV
SMILES = CCCCN(CC)CCCNC(=O)c1csc2c1CCCCC2

Results of the natural (NBO) charge analysis, in e, for atoms 1 through 4: atom 1 (C): -0.61, atom 2 (C): -0.40, atom 3 (C): -0.41, atom 4 (C): -0.21

Entry 2:
Entry from the OMol25 dataset: a molecular structure, C19H33AsBF4IRhSi3 (wB97M-V/def2-TZVPD).

```
! RIJCOSX wB97M-V def2-TZVPD def2/J DEFGRID3
* xyz 1 1
Rh 0.2676 -0.5019 -0.1379
I -0.8436 0.3226 2.0317
C 1.0094 0.3829 2.9917
C 1.1162 0.7038 4.3104
C 2.4085 0.8495 4.8575
C 3.5093 0.7302 4.0580
C 3.3919 0.4283 2.6788
C 4.5155 0.4139 1.8172
C 4.3501 0.2144 0.4779
C 3.0744 -0.0731 -0.0567
C 1.9711 -0.1490 0.7527
C 2.1056 0.1889 2.1314
H 0.2418 0.8638 4.9278
H 2.5136 1.0937 5.9056
H 4.4985 0.8915 4.4681
H 5.4970 0.6036 2.2331
H 5.1987 0.2599 -0.1918
H 2.9849 -0.2203 -1.1244
F -0.6699 0.6555 -2.1052
B 0.3910 0.2020 -2.9362
F -0.0447 -0.4201 -4.0534
F 0.9950 -0.9314 -2.0298
F 1.3754 1.1202 -3.0636
C -2.6264 -2.9630 2.3294
Si -0.8732 -3.6093 2.2980
C -0.8955 -5.4734 2.2815
C 0.1818 -3.0582 3.7346
As 0.1260 -2.8612 0.2301
Si 2.2430 -3.9893 -0.0787
C 2.9564 -3.4954 -1.7240
C 1.8082 -5.8064 -0.0936
C 3.3283 -3.5921 1.3811
Si -1.3860 -3.4544 -1.5800
C -0.4121 -3.6319 -3.1494
C -2.6648 -2.1040 -1.6108
C -2.1292 -5.0994 -1.1020
H -3.0511 -3.1258 3.3239
H -3.2478 -3.5080 1.6171
H -2.7108 -1.9007 2.1056
H -1.3792 -5.7886 3.2122
H 0.1036 -5.9058 2.2762
H -1.4667 -5.8971 1.4577
H -0.3859 -3.1915 4.6605
H 0.5057 -2.0219 3.6860
H 1.0740 -3.6834 3.8096
H 2.4593 -4.0233 -2.5388
H 4.0136 -3.7761 -1.7418
H 2.8829 -2.4310 -1.9252
H 0.9296 -6.0339 -0.7002
H 1.6483 -6.2008 0.9094
H 2.6513 -6.3504 -0.5297
H 3.6127 -2.5449 1.4168
H 4.2443 -4.1857 1.3006
H 2.8502 -3.8566 2.3263
H 0.1673 -2.7447 -3.3977
H -1.1203 -3.8038 -3.9657
H 0.2516 -4.4976 -3.1043
H -2.2436 -1.1281 -1.8554
H -3.1991 -2.0366 -0.6603
H -3.4001 -2.3332 -2.3877
H -1.3689 -5.8508 -0.8854
H -2.7101 -5.4669 -1.9535
H -2.8069 -5.0270 -0.2509
*
```

Results
M = 737.27 g mol⁻¹
Kohn-Sham gap (alpha / beta) = 6.82 / 6.82 eV

Results of the natural (NBO) charge analysis, in e, for atoms 1 through 4: atom 1 (Rh): 0.56, atom 2 (I): 0.49, atom 3 (C): -0.13, atom 4 (C): -0.23

Entry 3:
Entry from the OMol25 dataset: a molecular structure, C19H33Br3IO8PS3 at a distorted geometry (wB97M-V/def2-TZVPD).

```
! RIJCOSX wB97M-V def2-TZVPD def2/J DEFGRID3
* xyz 0 1
C 1.2764 -1.8627 3.7625
C 0.5087 -2.3030 2.5011
C 1.0720 -1.7418 1.1825
S 2.8485 -2.4453 0.9716
C 3.0722 -3.8603 2.0290
O 3.7393 -1.4463 1.4790
O 2.9631 -2.8913 -0.3938
O 1.2393 -0.3616 1.5228
S 1.6752 0.8604 0.5919
O 1.3753 2.0027 1.3798
O 2.9754 0.6674 0.0770
C 0.5383 0.6783 -0.7970
C 0.8547 1.7637 -1.8649
C 2.2557 2.2520 -2.2456
C 2.6672 3.5136 -1.4918
I 1.7307 5.2719 -2.2684
O -0.8233 0.9180 -0.5062
C -1.2540 1.9331 0.4051
C -2.6730 2.3912 0.0737
C -3.6409 1.2839 -0.3385
C -3.1698 3.2490 1.2602
C -3.4290 2.4409 2.5444
C -4.4103 4.0558 0.8669
C 0.5168 -0.8475 -1.2665
P 1.8089 -1.3318 -2.5653
O 1.8274 -2.9192 -2.5650
O 3.2634 -0.9457 -2.0449
S 1.3785 -0.5939 -4.2981
C 0.1613 -1.9018 -0.1153
Br -1.7266 -1.6096 0.5319
C 0.0077 -3.3377 -0.6652
Br 0.6911 -4.7331 0.3978
C -0.6974 -3.6861 -1.7474
C -1.4560 -2.8170 -2.7160
Br -0.8324 -5.4960 -2.2543
H 0.9019 -0.9017 4.1097
H 2.3510 -1.7615 3.6304
H 1.1050 -2.5939 4.5553
H -0.4884 -1.8903 2.5990
H 0.3945 -3.3806 2.4460
H 2.1599 -4.3763 2.3032
H 3.6042 -3.5044 2.9046
H 3.7028 -4.5130 1.4241
H 0.3191 1.4344 -2.7530
H 0.2996 2.6347 -1.5012
H 3.0377 1.5188 -2.0776
H 2.2382 2.4665 -3.3163
H 2.3967 3.4834 -0.4389
H 3.7318 3.7113 -1.5805
H -1.1749 1.5596 1.4306
H -0.6033 2.8070 0.3231
H -2.5977 3.0617 -0.7917
H -3.8663 0.5895 0.4717
H -4.5874 1.7180 -0.6701
H -3.2333 0.7120 -1.1728
H -2.3629 3.9589 1.4784
H -4.2539 2.8776 3.1124
H -2.5612 2.4400 3.2071
H -3.6899 1.4020 2.3395
H -5.3080 3.4326 0.9150
H -4.5626 4.8883 1.5569
H -4.3310 4.4574 -0.1460
H -0.3586 -0.8027 -1.9051
H 2.6460 -3.2729 -2.1800
H 3.7228 -0.4899 -2.7693
H -2.1295 -3.4307 -3.3084
H -2.0497 -2.0616 -2.2005
H -0.7870 -2.3243 -3.4287
*
```

Results
M = 883.26 g mol⁻¹
Kohn-Sham gap = 8.89 eV

Results of the natural (NBO) charge analysis, in e, for atoms 1 through 4: atom 1 (C): -0.62, atom 2 (C): -0.48, atom 3 (C): 0.09, atom 4 (S): 2.15

Entry 4:
Entry from the OMol25 dataset: a molecular structure, C19H33Cl2IrN2O4S at a distorted geometry (wB97M-V/def2-TZVPD).

```
! RIJCOSX wB97M-V def2-TZVPD def2/J DEFGRID3
* xyz 0 5
O 0.0295 1.7129 -1.7188
C -0.7857 1.7014 -2.6474
C -0.4452 2.2054 -4.0019
C 0.7306 2.9645 -4.2308
H 1.3452 3.2767 -3.3808
C 1.0698 3.3444 -5.5380
H 1.9794 3.9194 -5.7173
C 0.2296 3.0082 -6.6158
H 0.4949 3.3000 -7.6366
C -0.9737 2.3238 -6.3744
H -1.6645 2.1015 -7.1874
C -1.3013 1.9219 -5.0791
H -2.2369 1.4007 -4.8693
H -1.8115 1.2668 -2.5449
C -2.3082 2.2348 0.1780
C -1.9735 0.9276 0.8020
H -2.6049 2.9339 0.9755
H -3.1546 2.0833 -0.5085
H -1.4652 2.6408 -0.3747
C -2.8554 0.3216 1.6257
C -4.0474 1.0184 2.2198
H -2.6837 -0.7117 1.9275
H -4.5751 1.6361 1.4774
H -3.7784 1.6911 3.0522
H -4.7675 0.2890 2.6033
Ir -0.1219 0.1589 0.6050
Cl 1.0065 2.1400 0.7683
Cl -0.3659 -0.9540 -1.4192
H 3.7242 0.3050 -2.2424
H 5.1818 1.2220 -0.8106
C 2.8855 0.2204 -1.5429
C 4.5131 1.2060 0.0537
N 3.4531 0.2334 -0.1996
H 2.3334 -0.7073 -1.7083
C 2.8753 -0.3867 0.8226
O 1.7366 -0.9458 0.7701
H 5.0570 0.8889 0.9472
H 3.4590 -0.3978 1.7637
H 2.1972 1.0651 -1.6925
H 4.1071 2.2144 0.2202
H -1.5129 -5.0943 2.8032
H -0.5281 -6.1454 0.7233
C -1.8003 -4.1948 2.2485
C -0.9713 -5.3044 0.1742
N -1.0232 -4.1184 1.0184
H -1.6156 -3.3039 2.8565
C -0.4318 -2.9747 0.6660
O -0.6244 -1.9071 1.3192
H -0.3627 -5.0860 -0.7103
H 0.2213 -3.0327 -0.2243
H -2.8727 -4.2688 2.0237
H -1.9791 -5.5976 -0.1476
C 1.9023 -1.2922 4.0191
S 0.1856 -0.8303 3.7723
C 0.0306 0.1763 5.2370
O 0.2445 0.2654 2.6605
H 1.9456 -1.8158 4.9872
H 2.5151 -0.3757 4.0345
H 2.2102 -1.9632 3.2086
H 0.6327 1.0836 5.1003
H -1.0301 0.4248 5.3720
H 0.3763 -0.4199 6.0866
*
```

Results
⟨S²⟩ = 6.0634
M = 648.67 g mol⁻¹
Kohn-Sham gap (alpha / beta) = 3.17 / 5.43 eV

Results of the natural (NBO) charge analysis, in e, for atoms 1 through 4: atom 1 (O): -0.65, atom 2 (C): 0.14, atom 3 (C): -0.06, atom 4 (C): -0.28

Entry 5:
Entry from the OMol25 dataset: a molecular structure, C19H33F3NO6P2SV (wB97M-V/def2-TZVPD).

```
! RIJCOSX wB97M-V def2-TZVPD def2/J DEFGRID3
* xyz 1 2
V -0.5628 -1.1544 -1.0984
C 3.5674 -2.0332 3.1374
C 2.4476 -1.8597 2.1424
C 1.1878 -2.6112 2.5072
O 2.1659 -0.4099 2.1034
P 1.3192 0.2796 0.9847
O 1.2440 -0.5840 -0.2504
C -0.2971 0.6543 1.6938
P -1.5271 1.0543 0.4326
O -2.1380 -0.2124 -0.1320
O -0.6931 1.8374 -0.6286
C -1.1366 2.5495 -1.8607
C -0.4593 1.8806 -3.0306
C -2.6412 2.6010 -1.9961
O -2.6507 1.9077 1.0683
C -2.6367 3.1947 1.7872
C -2.7723 2.9027 3.2637
C -1.4369 4.0474 1.4381
O 1.9420 1.6914 0.7949
C 3.3144 1.8223 0.2414
C 3.9863 2.9112 1.0391
C 3.1930 2.1037 -1.2366
H 3.8632 -3.0812 3.1758
H 3.2469 -1.7269 4.1337
H 4.4362 -1.4416 2.8540
H 2.7750 -2.1383 1.1396
H 0.8016 -2.2700 3.4695
H 1.4089 -3.6756 2.5857
H 0.4126 -2.5002 1.7445
H -0.1818 1.4229 2.4550
H -0.6570 -0.2579 2.1768
H -0.7301 3.5513 -1.7173
H -0.8745 0.8861 -3.2125
H 0.6143 1.7904 -2.8699
H -0.6229 2.4808 -3.9263
H -3.0697 1.5992 -2.0512
H -2.8681 3.1160 -2.9298
H -3.1236 3.1451 -1.1866
H -3.5451 3.6744 1.4235
H -1.8674 2.4454 3.6677
H -3.6131 2.2388 3.4530
H -2.9412 3.8370 3.7990
H -0.4944 3.5846 1.7366
H -1.5271 4.9900 1.9782
H -1.3884 4.2757 0.3748
H 3.8258 0.8698 0.4034
H 3.4498 3.8530 0.9181
H 5.0073 3.0471 0.6828
H 4.0196 2.6602 2.0979
H 2.6369 3.0269 -1.4047
H 2.6940 1.2823 -1.7492
H 4.1877 2.2187 -1.6681
F 0.1806 -4.9416 -4.6924
C -1.1274 -5.0248 -4.4043
F -1.5280 -6.2687 -4.7131
F -1.7798 -4.1808 -5.2150
C -1.3873 -4.7144 -2.9508
C -1.9941 -5.6406 -2.1278
C -2.2402 -5.3439 -0.7878
C -1.8477 -4.1077 -0.3269
N -1.2493 -3.2097 -1.1132
C -1.0234 -3.4742 -2.4185
S -0.2785 -2.1062 -3.2437
H -2.2825 -6.6016 -2.5314
H -2.7222 -6.0518 -0.1318
H -2.0113 -3.8107 0.7020
*
```

Results
⟨S²⟩ = 0.7733
M = 573.43 g mol⁻¹
Kohn-Sham gap (alpha / beta) = 8.09 / 7.54 eV

Results of the natural (NBO) charge analysis, in e, for atoms 1 through 4: atom 1 (V): 1.11, atom 2 (C): -0.62, atom 3 (C): 0.11, atom 4 (C): -0.64

Entry 6:
Entry from the OMol25 dataset: a molecular structure, C19H33F4N7O26 at a distorted geometry (wB97M-V/def2-TZVPD).

```
! RIJCOSX wB97M-V def2-TZVPD def2/J DEFGRID3
* xyz 0 1
C -17.1599 -3.2761 8.2304
C -15.8454 -2.5212 8.0444
O -16.2076 -1.2141 7.7602
C -17.5123 -1.1599 7.4559
O -18.0937 -0.1546 7.0544
O -18.0425 -2.4131 7.4942
F -15.1614 -2.9630 7.0129
H -17.5553 -3.5173 9.2171
H -17.1645 -4.2171 7.6802
H -15.2234 -2.5894 8.9369
C -15.4988 3.0999 10.9155
C -15.2546 3.5033 9.4465
O -14.2383 2.6707 9.0989
C -13.5906 2.2686 10.1545
O -12.4219 1.8699 10.0858
O -14.3350 2.5325 11.2530
F -14.8096 4.7594 9.3303
H -16.2954 2.3627 11.0162
H -15.7952 3.9236 11.5650
H -16.1442 3.3144 8.8456
C -11.6230 3.6608 8.4251
C -11.9523 2.4015 7.7229
O -10.9255 2.3185 6.7789
C -9.9393 3.1370 7.0523
O -8.8188 2.9915 6.5648
O -10.3584 4.0130 7.9673
F -13.1721 2.5031 7.1461
H -11.7096 3.3888 9.4771
H -12.3930 4.3308 8.0426
H -11.8241 1.4729 8.2791
C -11.6419 -0.6018 11.5717
C -12.5021 0.5151 12.0763
O -12.6223 0.2232 13.3850
C -12.6510 -1.1155 13.5417
O -12.9907 -1.7481 14.5200
O -12.1874 -1.6708 12.3498
F -13.7251 0.4119 11.4366
H -10.6207 -0.3460 11.8545
H -11.6875 -0.7317 10.4904
H -12.0336 1.4799 11.8822
C -14.3473 0.1816 7.8248
N -13.5373 -0.2958 8.9992
O -14.0438 -1.0031 9.8103
O -12.3568 -0.1025 8.9263
H -14.9843 1.0003 8.1596
H -15.0229 -0.5912 7.4582
H -13.7479 0.5719 7.0022
C -18.5908 1.0759 8.6911
N -17.2309 1.6158 8.8126
O -17.1053 2.7058 9.3350
O -16.2950 1.0060 8.2768
H -19.3458 1.7413 9.1100
H -18.6366 0.1978 9.3352
H -18.8820 0.7369 7.6969
C -10.4624 -1.3725 8.1693
N -10.3034 0.0807 8.1258
O -10.2154 0.5432 6.9870
O -10.2652 0.7297 9.1574
H -10.6806 -1.7152 9.1807
H -9.5290 -1.7216 7.7277
H -11.3028 -1.3719 7.4751
C -12.4800 -3.2856 9.6831
N -12.9621 -3.5237 8.2814
O -13.4109 -4.6760 8.1092
O -12.8934 -2.6126 7.4399
H -12.3490 -2.2047 9.6316
H -11.5648 -3.8559 9.8425
H -13.2737 -3.5419 10.3848
C -16.1284 1.4249 5.7563
N -16.7464 2.6763 5.2420
O -16.3474 3.0808 4.1696
O -17.5820 3.2101 5.9962
H -15.8937 0.7308 4.9493
H -16.8780 0.8936 6.3428
H -15.2732 1.6684 6.3868
C -15.8816 -0.0095 10.8028
N -16.0285 -0.0246 12.3033
O -15.1795 0.3950 13.0027
O -17.0025 -0.5303 12.7874
H -15.8313 1.0151 10.4341
H -16.7678 -0.4857 10.3833
H -15.0281 -0.6325 10.5357
C -16.1398 -1.6422 5.0546
N -14.6865 -1.2803 5.2983
O -14.4895 -0.1454 5.6593
O -13.8361 -2.0919 4.9659
H -16.7289 -0.7995 5.4165
H -16.4162 -2.4451 5.7379
H -16.2820 -1.9022 4.0057
*
```

Results
M = 851.49 g mol⁻¹
Kohn-Sham gap = 7.33 eV

Results of the Mulliken charge analysis, in e, for atoms 1 through 4: atom 1 (C): -0.45, atom 2 (C): 0.79, atom 3 (O): -0.17, atom 4 (C): 0.15

Entry 7:
Entry from the OMol25 dataset: 11 unconnected molecules or ions with the total composition C19H33F4N7O26 at a distorted geometry (wB97M-V/def2-TZVPD).

```
! RIJCOSX wB97M-V def2-TZVPD def2/J DEFGRID3
* xyz 0 1
O 3.1881 -1.6029 -1.5063
C 3.6503 -0.5555 -1.7849
O 3.1925 0.3056 -2.6989
C 3.8043 1.5529 -2.4932
C 4.9934 1.2854 -1.5731
F 5.0481 2.0514 -0.4389
O 4.7470 -0.0436 -1.1526
H 4.1991 2.0764 -3.3693
H 3.0861 2.2977 -2.1429
H 5.9618 1.3525 -2.0718
O -0.6148 -3.9736 -4.6607
C -0.5385 -2.8489 -4.3084
O 0.5569 -2.2756 -3.7391
C 0.3578 -0.8824 -3.9405
C -1.1427 -0.7245 -3.7729
F -1.4671 0.3735 -4.5439
O -1.5674 -1.9532 -4.3659
H 0.9187 -0.3094 -3.1980
H 0.7307 -0.5858 -4.9211
H -1.6411 -0.6824 -2.8044
O 0.1516 -1.9764 0.5642
C 0.0408 -0.7999 0.5255
O 0.3138 0.0110 1.5427
C -0.1094 1.3309 1.2404
C -0.1800 1.2845 -0.2999
F 1.0965 1.6293 -0.7166
O -0.3135 -0.0726 -0.5681
H -1.0361 1.5092 1.7820
H 0.5852 2.1517 1.4166
H -0.9637 1.9252 -0.6916
O -1.3319 -6.7631 -0.6393
C -1.8851 -5.7175 -0.6867
O -1.2892 -4.5709 -1.1185
C -2.1634 -3.4761 -0.9503
C -3.5238 -4.1939 -0.8721
F -4.0445 -4.3703 -2.1085
O -3.1667 -5.4882 -0.3972
H -1.8239 -2.9953 -0.0310
H -2.1771 -2.7063 -1.7199
H -4.3155 -3.7879 -0.2517
C -2.4816 5.1274 2.5999
N -1.9008 5.1730 1.2346
O -2.0938 6.1857 0.5992
O -1.2552 4.2433 0.7907
H -1.7532 5.1233 3.4016
H -3.0133 4.1734 2.6295
H -3.2352 5.9052 2.6081
C 1.7098 -4.4957 -1.4538
N 3.1127 -4.9230 -1.7727
O 3.6076 -4.6593 -2.8480
O 3.6723 -5.5492 -0.8864
H 1.5966 -3.4245 -1.5916
H 1.6041 -4.7719 -0.4114
H 1.0146 -5.0782 -2.0495
C -4.0133 3.8273 -1.3364
N -3.8878 2.6732 -2.2443
O -3.0730 1.8076 -1.9679
O -4.6177 2.6459 -3.2108
H -3.3159 4.6500 -1.4637
H -3.7816 3.3735 -0.3684
H -5.0505 4.1410 -1.3021
C 2.9516 4.6108 -0.1092
N 1.7491 5.3571 0.2004
O 1.3749 6.2201 -0.5632
O 1.1965 5.1129 1.2602
H 3.8089 4.9728 0.4689
H 3.3399 4.9154 -1.0812
H 2.7832 3.5652 0.1172
C -5.2180 0.3389 2.3835
N -4.2097 1.4640 2.4682
O -3.5748 1.6288 1.4394
O -4.2858 2.2172 3.3968
H -5.6356 0.2517 1.3878
H -5.9387 0.5037 3.1764
H -4.6828 -0.5941 2.5629
C 0.5943 -0.8730 4.7328
N 1.5630 -0.9416 5.8813
O 2.6922 -1.2674 5.6001
O 1.1880 -0.5554 6.9603
H 0.9734 -1.6485 4.0749
H 0.7205 0.0997 4.2658
H -0.4170 -0.9999 5.0981
C 3.4321 -1.9608 2.5569
N 3.5956 -3.4079 2.9055
O 4.7375 -3.7582 3.1111
O 2.6569 -4.1678 2.8359
H 3.8626 -1.4351 3.4019
H 2.4297 -1.6999 2.2446
H 4.1406 -1.8780 1.7332
*
```

Results
M = 851.49 g mol⁻¹
Kohn-Sham gap = 8.67 eV
SMILES = O=C1OC[C@@H](F)O1.O=C1OC[C@@H](F)O1.O=C1OC[C@@H](F)O1.O=C1OC[C@@H](F)O1.C[N+](=O)[O-].C[N+](=O)[O-].C[N+](=O)[O-].C[N+](=O)[O-].C[N+](=O)[O-].C[N+](=O)[O-].C[N+](=O)[O-]

Results of the Mulliken charge analysis, in e, for atoms 1 through 4: atom 1 (O): -0.32, atom 2 (C): 0.40, atom 3 (O): -0.21, atom 4 (C): -0.17